{
  "formula": "C2H11N2O2",
  "method": "wB97M-V/def2-TZVPD",
  "symbols": ["C", "C", "N", "N", "H", "H", "H", "H", "H", "H", "H", "H", "H", "O", "H", "H", "O"],
  "coordinates": [[-0.19905, -0.21068, 0.12961], [-0.26188, -0.31643, 1.48646], [-1.38140, -0.37986, 2.32467], [1.02605, 0.05164, -0.49030], [-1.02013, -0.21943, -0.71286], [0.65784, -0.24742, 2.08410], [-1.30556, -0.76967, 3.25813], [-2.28491, -0.79195, 2.14707], [1.73687, -0.66923, -0.71637], [1.56644, 0.86014, 0.09785], [0.89637, 0.52138, -1.45716], [2.43285, 3.13118, -0.99896], [2.34648, 3.05736, 0.52301], [2.29615, 2.48915, -0.30137], [-2.35045, -1.38700, -1.87374], [-2.22864, -2.58904, -2.94972], [-1.69543, -1.91867, -2.44092]],
  "forces_ev_per_angstrom": [[-3.8, -0.9, 0.0], [-1.3, -0.1, -0.1], [0.1, -0.7, 0.4], [4.2, 3.8, -1.4], [1.3, -0.2, 2.6], [-0.2, 0.0, -0.5], [1.5, 0.6, 0.1], [-0.1, 0.4, -1.8], [-0.8, -0.3, 0.6], [-1.0, -1.9, -2.1], [0.1, -0.7, 2.0], [0.1, 0.1, -0.4], [0.0, -1.0, -1.3], [0.1, 1.1, 2.0], [1.2, -1.6, -1.6], [0.6, 1.2, 0.9], [-1.8, 0.4, 0.7]],
  "total_charge": 1,
  "e_above_lowest_kcal_mol": 59.2,
  "orbital_gap_ev": 9.677,
  "spin_multiplicity": 1
}


{
  "formula": "C47H58IN4O3Zn",
  "method": "wB97M-V/def2-TZVPD",
  "symbols": ["Zn", "C", "C", "N", "C", "C", "C", "O", "C", "C", "N", "C", "C", "C", "C", "C", "C", "I", "C", "O", "H", "H", "H", "H", "H", "H", "H", "H", "H", "H", "H", "H", "C", "C", "C", "C", "C", "C", "C", "C", "C", "C", "C", "C", "N", "C", "C", "C", "C", "C", "N", "C", "C", "C", "C", "H", "H", "H", "H", "H", "H", "H", "H", "H", "H", "H", "H", "H", "H", "H", "H", "H", "H", "H", "H", "H", "H", "H", "H", "H", "H", "H", "H", "H", "C", "C", "C", "C", "C", "C", "C", "C", "C", "C", "C", "C", "O", "H", "H", "H", "H", "H", "H", "H", "H", "H", "H", "H", "H", "H", "H", "H", "H", "H"],
  "coordinates": [[-0.02059, 0.61291, 0.28671], [-4.34837, -1.08408, -3.61485], [-3.78972, -2.11266, -2.67193], [-4.01494, -3.36831, -2.92910], [-3.57257, -4.32276, -2.06251], [-3.00173, -4.03138, -0.85936], [-2.65626, -5.16021, 0.07650], [-3.80444, -5.71147, 0.73742], [-2.78893, -2.66508, -0.50568], [-2.63338, -2.29936, 0.86171], [-2.44513, -1.09277, 1.28845], [-2.70325, -0.73848, 2.60757], [-3.00303, -1.57413, 3.69569], [-3.25751, -1.05631, 4.95349], [-3.24074, 0.31632, 5.18092], [-2.96087, 1.17022, 4.12476], [-2.70179, 0.63302, 2.87794], [-2.29344, 1.89761, 1.26348], [-3.04335, -1.64189, -1.49302], [-2.77017, -0.43522, -1.35270], [-4.10725, -1.34187, -4.64360], [-3.95446, -0.09773, -3.37806], [-5.43776, -1.05938, -3.53447], [-3.74016, -5.35196, -2.36043], [-1.92249, -4.83736, 0.81825], [-2.21102, -5.98346, -0.48273], [-4.42351, -4.98875, 0.88196], [-2.83460, -3.10522, 1.57721], [-3.03720, -2.64657, 3.55769], [-3.47776, -1.73298, 5.77013], [-3.43998, 0.71775, 6.16558], [-2.94260, 2.24199, 4.27011], [1.63308, -2.54548, -4.26682], [0.28451, -1.98893, -3.78490], [-0.82186, -2.83802, -4.41586], [0.11976, -0.49514, -4.09979], [-0.06938, -0.20474, -5.44662], [-0.36598, 1.06754, -5.88202], [-0.50136, 2.06174, -4.93600], [-0.29049, 1.85314, -3.57227], [-0.58584, 3.10191, -2.74548], [0.42899, 3.54568, -1.70419], [-2.00476, 3.00968, -2.17366], [0.07593, 0.55732, -3.14048], [0.32421, 0.21975, -1.77115], [1.25665, -0.67840, -1.60799], [1.51807, -1.39050, -0.42620], [2.37708, -2.48129, -0.28098], [2.30446, -2.83977, 1.05732], [1.41530, -1.93858, 1.67759], [0.93359, -1.06954, 0.78008], [1.05596, -1.92995, 3.14309], [0.54059, -0.55258, 3.54653], [-0.01106, -2.99963, 3.40670], [2.29808, -2.24704, 3.98607], [1.71858, -3.60196, -4.00368], [2.49962, -2.02536, -3.85852], [1.69617, -2.46403, -5.35459], [0.19186, -2.14519, -2.71089], [-0.74113, -2.87422, -5.50323], [-1.80634, -2.46385, -4.15404], [-0.74172, -3.86307, -4.04783], [-0.00186, -1.00679, -6.17004], [-0.51265, 1.27901, -6.93358], [-0.77659, 3.05770, -5.26220], [-0.59409, 3.91065, -3.47948], [0.63745, 2.80510, -0.93697], [0.05375, 4.44289, -1.20995], [1.38742, 3.79938, -2.15878], [-2.13051, 2.11235, -1.56676], [-2.74154, 2.96200, -2.97677], [-2.22571, 3.89023, -1.56241], [1.91668, -0.91479, -2.43205], [2.96475, -2.93675, -1.06399], [2.82795, -3.64806, 1.54238], [-0.31482, -0.25357, 2.94159], [1.32567, 0.19449, 3.41737], [0.22563, -0.55451, 4.59324], [-0.90074, -2.80068, 2.80939], [-0.29574, -3.00348, 4.46264], [0.36258, -3.99079, 3.14117], [3.11075, -1.55678, 3.75278], [2.65318, -3.26543, 3.82034], [2.05290, -2.14628, 5.04664], [3.65998, 1.48926, -1.42097], [4.30037, 1.60382, -0.04165], [4.25465, 0.30986, 0.77520], [3.74375, 2.76036, 0.76765], [4.64889, 3.77200, 1.06046], [4.32887, 4.84757, 1.86900], [3.06058, 4.86372, 2.41342], [2.10762, 3.87873, 2.15900], [0.77954, 4.12148, 2.85876], [-0.21376, 4.78305, 1.90013], [0.22238, 2.90569, 3.59471], [2.40419, 2.79309, 1.27554], [1.54015, 1.83967, 0.96348], [4.05483, 0.63071, -1.97503], [3.86659, 2.38755, -2.00764], [2.58522, 1.38851, -1.33213], [5.35698, 1.83155, -0.21234], [3.23393, 0.07572, 1.07148], [4.84999, 0.42845, 1.68394], [4.65804, -0.53473, 0.21003], [5.64586, 3.70274, 0.63623], [5.05170, 5.62018, 2.09783], [2.78903, 5.67147, 3.08677], [0.98905, 4.86105, 3.63724], [-0.45887, 4.11883, 1.07631], [0.22819, 5.68791, 1.47799], [-1.14326, 5.05223, 2.41163], [0.20253, 2.03462, 2.95122], [-0.78522, 3.09989, 3.96945], [0.86015, 2.66925, 4.45040]],
  "forces_ev_per_angstrom": [[0.3, 0.6, 0.3], [0.1, 0.1, 0.1], [-0.1, -0.1, 0.0], [0.0, 0.0, 0.0], [0.1, 0.0, 0.0], [0.0, 0.0, 0.0], [-0.1, 0.0, 0.0], [0.0, 0.1, 0.1], [0.1, 0.0, 0.0], [-0.1, 0.0, 0.0], [0.0, 0.1, 0.1], [-0.2, -0.1, 0.0], [0.0, 0.0, -0.1], [0.0, 0.1, 0.0], [0.0, -0.1, 0.0], [0.0, 0.0, 0.0], [0.0, 0.2, -0.1], [-0.1, -0.2, -0.1], [-0.1, 0.1, 0.2], [0.1, 0.1, -0.1], [0.0, 0.0, -0.1], [0.0, 0.0, 0.0], [0.0, 0.0, 0.0], [0.0, 0.0, 0.0], [0.1, 0.0, 0.0], [0.0, 0.0, 0.0], [0.0, 0.0, 0.0], [0.0, 0.0, 0.0], [0.0, 0.0, 0.0], [0.0, 0.0, 0.0], [0.0, 0.0, 0.0], [0.0, 0.0, 0.0], [-0.1, 0.0, 0.0], [0.0, 0.0, -0.1], [0.0, 0.0, 0.0], [0.0, -0.1, 0.0], [0.1, 0.0, 0.0], [0.0, 0.0, 0.1], [0.1, 0.0, 0.0], [0.1, 0.1, -0.2], [-0.1, -0.1, 0.1], [0.1, -0.1, 0.0], [0.1, 0.0, 0.1], [-0.4, -0.1, 0.0], [0.2, 0.1, 0.3], [0.1, 0.1, -0.1], [0.3, 0.0, 0.1], [0.0, 0.0, 0.1], [-0.1, 0.0, 0.0], [0.1, 0.0, 0.1], [-0.2, -0.2, -0.5], [0.0, 0.1, 0.1], [0.1, 0.0, 0.0], [0.0, 0.0, -0.1], [0.0, 0.0, 0.0], [0.0, 0.0, 0.0], [0.0, 0.0, 0.0], [0.0, 0.0, 0.0], [0.0, -0.1, -0.1], [0.0, 0.0, 0.0], [-0.1, 0.0, 0.0], [0.0, 0.0, 0.0], [0.0, 0.0, 0.0], [0.0, 0.0, 0.0], [0.0, 0.0, 0.0], [-0.1, 0.0, 0.0], [0.0, 0.0, 0.1], [0.0, 0.0, 0.0], [0.0, -0.1, -0.1], [0.0, -0.1, -0.1], [0.0, -0.1, 0.0], [0.0, 0.0, 0.0], [0.0, 0.0, -0.1], [0.0, 0.0, 0.0], [0.0, 0.0, 0.0], [0.1, 0.0, 0.1], [0.0, 0.0, 0.0], [0.0, 0.0, 0.0], [0.1, 0.0, 0.0], [0.0, 0.0, 0.0], [0.0, 0.0, 0.0], [0.0, 0.0, 0.0], [0.0, 0.0, 0.0], [0.0, 0.0, 0.0], [0.0, 0.0, 0.0], [-0.1, -0.1, 0.1], [0.0, 0.0, -0.1], [0.1, 0.0, 0.0], [0.0, 0.1, 0.0], [0.0, -0.1, 0.0], [0.1, 0.0, 0.0], [0.0, 0.1, 0.0], [-0.1, -0.1, -0.1], [0.0, 0.0, 0.1], [0.1, 0.0, 0.0], [0.0, 0.1, 0.0], [-0.4, 0.0, 0.0], [0.0, 0.0, 0.0], [0.0, 0.0, 0.0], [-0.1, 0.0, 0.0], [0.0, 0.0, 0.0], [0.0, 0.0, 0.0], [0.0, 0.0, 0.0], [0.0, 0.0, 0.0], [0.0, 0.0, 0.0], [0.0, 0.0, 0.0], [0.0, 0.0, 0.0], [0.0, 0.1, 0.0], [0.0, 0.0, -0.1], [0.0, 0.0, 0.0], [0.0, 0.0, 0.0], [-0.1, 0.0, 0.0], [0.0, 0.0, 0.0], [0.0, 0.0, 0.0]],
  "total_charge": -1,
  "orbital_gap_ev": 6.753,
  "spin_multiplicity": 1
}


{
  "formula": "C5H7N",
  "method": "wB97M-V/def2-TZVPD",
  "symbols": ["C", "C", "C", "N", "H", "H", "H", "H", "H", "C", "C", "H", "H"],
  "coordinates": [[0.99340, -0.02581, -0.64540], [1.13863, -0.09908, 0.87110], [-2.07569, -0.37515, 0.19024], [-2.46901, -1.33589, 0.68574], [1.36486, -0.91495, -1.14170], [1.52434, 0.85416, -1.03147], [0.81193, 0.82368, 1.34345], [0.58158, -0.94258, 1.26698], [2.18564, -0.24514, 1.14015], [-0.57127, 0.17236, -1.01749], [-1.41121, 0.93069, -0.31062], [-1.15840, 1.67959, 0.42603], [-0.91479, -0.52189, -1.77700]],
  "forces_ev_per_angstrom": [[-1.8, 1.7, -0.9], [0.4, -0.1, -0.2], [-0.9, 3.5, -0.6], [-0.1, -0.6, 0.2], [0.0, -0.1, -0.1], [0.2, -0.3, 0.0], [-0.1, 0.0, 0.1], [-0.2, 0.0, 0.1], [0.0, 0.0, 0.0], [4.7, -0.6, -0.4], [-2.1, -3.0, 1.4], [0.3, -0.2, 0.1], [-0.4, -0.3, 0.4]],
  "total_charge": 0,
  "e_above_lowest_kcal_mol": 77.9,
  "orbital_gap_ev": 9.159,
  "spin_multiplicity": 1
}


{
  "formula": "C26H68Ca3N4O18S2",
  "method": "wB97M-V/def2-TZVPD",
  "symbols": ["Ca", "Ca", "Ca", "S", "O", "O", "O", "O", "S", "O", "O", "O", "O", "C", "O", "H", "H", "H", "H", "C", "O", "H", "H", "H", "H", "C", "O", "C", "C", "N", "C", "C", "O", "C", "H", "H", "H", "H", "H", "H", "H", "H", "H", "H", "H", "H", "H", "H", "H", "C", "O", "C", "C", "N", "C", "C", "O", "C", "H", "H", "H", "H", "H", "H", "H", "H", "H", "H", "H", "H", "H", "H", "H", "C", "O", "C", "C", "N", "C", "C", "O", "C", "H", "H", "H", "H", "H", "H", "H", "H", "H", "H", "H", "H", "H", "H", "H", "C", "O", "C", "C", "N", "C", "C", "O", "C", "H", "H", "H", "H", "H", "H", "H", "H", "H", "H", "H", "H", "H", "H", "H"],
  "coordinates": [[37.81030, -11.34275, 6.99320], [40.99966, -5.10486, 13.04765], [33.63700, -3.66304, 7.42630], [33.49853, -8.62241, 4.50917], [33.31715, -7.24962, 4.88362], [33.23733, -8.91433, 3.08681], [34.83221, -9.11641, 4.87651], [32.42342, -9.38012, 5.11777], [37.71233, -6.50318, 10.11742], [37.69060, -7.80021, 9.40765], [37.78164, -6.64634, 11.60799], [38.97767, -5.80314, 9.86921], [36.69442, -5.59767, 9.69629], [43.27674, -11.59630, 7.20196], [42.10818, -10.85798, 7.32570], [44.01740, -11.07290, 6.59730], [43.66963, -11.94463, 8.15714], [43.03851, -12.46940, 6.59445], [42.32606, -10.09019, 7.85920], [37.15930, -2.67251, 15.51264], [38.22750, -2.29430, 14.66915], [36.63739, -3.38665, 14.87568], [37.52483, -3.11992, 16.43691], [36.58357, -1.74907, 15.57515], [38.29979, -1.33705, 14.67528], [41.00864, -7.09096, 16.22710], [41.54444, -5.80164, 15.99620], [42.63925, -5.57162, 16.84464], [42.97676, -4.10922, 16.69669], [43.27455, -3.83572, 15.28769], [43.51227, -2.41476, 14.98807], [43.81003, -2.14976, 13.48709], [43.23844, -3.29482, 12.72608], [43.50956, -3.18136, 11.40629], [40.35512, -6.91917, 17.08239], [41.85567, -7.75236, 16.40931], [40.45806, -7.65770, 15.47626], [43.47721, -6.25298, 16.69748], [42.36926, -5.67998, 17.89510], [43.89357, -3.98359, 17.27270], [42.24637, -3.48569, 17.21229], [44.21382, -4.19769, 15.20503], [44.39203, -2.05889, 15.52424], [42.64529, -1.82682, 15.28932], [44.89958, -2.15818, 13.45684], [43.61239, -1.11204, 13.21843], [44.55936, -3.42005, 11.23584], [43.40820, -2.14579, 11.08162], [43.07593, -3.92498, 10.73763], [31.48414, -5.62360, 8.92985], [31.18074, -4.56578, 8.09039], [29.94178, -4.65327, 7.49461], [29.53429, -3.24267, 7.18893], [30.44339, -2.64637, 6.20712], [29.85865, -1.38809, 5.73260], [30.69735, -0.55331, 4.73993], [32.12566, -0.70408, 5.03815], [32.98798, -0.27864, 3.98765], [31.54831, -6.45086, 8.22300], [30.60323, -5.80633, 9.54526], [32.35265, -5.56548, 9.58590], [29.24772, -5.25872, 8.07756], [30.00415, -5.10542, 6.50478], [29.35458, -2.62728, 8.07047], [28.58479, -3.23275, 6.65370], [30.28450, -3.25785, 5.41912], [29.66707, -0.74495, 6.59154], [28.86934, -1.63170, 5.34529], [30.49187, 0.50942, 4.61154], [30.45756, -0.87334, 3.72594], [34.05084, -0.45075, 4.15733], [32.85713, 0.80348, 3.98509], [32.63656, -0.58467, 3.00229], [38.72125, -13.15291, 10.09387], [38.69140, -13.50146, 8.72200], [39.01847, -14.87678, 8.50087], [37.97383, -15.42985, 7.55148], [37.73720, -14.57906, 6.34151], [38.82504, -14.66003, 5.29665], [38.58144, -13.51921, 4.18658], [39.11141, -12.30116, 4.69388], [39.39320, -11.31805, 3.68090], [38.04266, -13.65476, 10.78363], [38.51273, -12.08496, 10.15793], [39.69853, -13.41963, 10.49624], [38.89971, -15.51012, 9.38001], [40.02734, -14.97232, 8.09941], [37.16027, -15.57240, 8.26273], [38.18340, -16.47057, 7.30436], [36.87795, -15.01677, 6.04116], [38.85016, -15.65249, 4.84666], [39.79108, -14.53465, 5.78571], [37.49502, -13.44926, 4.13274], [38.89820, -13.81373, 3.18607], [39.92779, -10.48623, 4.13957], [38.38812, -10.94364, 3.48661], [39.80033, -11.68226, 2.73767], [36.56609, -2.95303, 6.27913], [35.81244, -1.92584, 6.97090], [36.58498, -1.17182, 7.82920], [35.70691, -0.14004, 8.57222], [34.74307, -0.86154, 9.42587], [33.75780, 0.01312, 10.00420], [33.11324, -0.61193, 11.33295], [32.60947, -1.93226, 11.12783], [31.67303, -2.47481, 12.09250], [37.32478, -2.51543, 5.63030], [35.96207, -3.53783, 5.58540], [37.09759, -3.63108, 6.94687], [37.38639, -0.69200, 7.26742], [37.07345, -1.75281, 8.61147], [35.18730, 0.53494, 7.89214], [36.37928, 0.49381, 9.15035], [35.18590, -1.31305, 10.21336], [33.01801, 0.41211, 9.31022], [34.15864, 0.98342, 10.29736], [32.30958, 0.10197, 11.51340], [33.82756, -0.56261, 12.15480], [30.94945, -1.67104, 12.22848], [32.05650, -2.99332, 12.97125], [31.07076, -3.20494, 11.55186]],
  "forces_ev_per_angstrom": [[0.0, -0.8, -0.5], [-0.3, 0.3, 0.1], [-0.6, 0.4, 0.1], [-1.7, -2.5, -1.7], [0.5, 3.8, 0.7], [1.2, 1.0, -1.0], [1.8, -0.4, 0.6], [-1.1, -1.5, 2.4], [2.7, -1.1, 1.8], [-0.4, -0.1, 0.2], [-1.0, -0.8, 0.9], [3.4, 1.2, -1.1], [-3.5, 1.5, -1.0], [0.7, -1.1, -1.0], [-1.0, 0.7, 0.4], [0.3, 0.2, 0.3], [0.2, 0.1, 0.0], [-0.1, -0.2, 0.2], [-0.2, 0.2, 0.0], [-0.3, 0.3, -1.3], [1.8, 0.2, -0.6], [-0.5, -0.2, 0.7], [-0.3, 0.3, 0.1], [-0.6, -0.5, 1.0], [0.2, -0.1, 0.0], [0.1, -0.6, 1.4], [-0.5, -0.3, -2.3], [-0.3, 1.2, 0.7], [1.3, -0.4, 0.4], [-0.1, 0.8, -0.3], [-0.7, 0.5, -0.4], [0.7, -2.0, 1.6], [-1.3, 1.2, 2.7], [2.3, 0.5, -2.7], [0.0, -0.9, 0.2], [-0.1, -0.2, 0.6], [-0.3, 1.1, -0.8], [0.1, 0.0, -0.6], [-0.4, -0.4, 0.1], [0.2, 0.3, 0.3], [-0.3, 0.1, -0.7], [0.1, -0.8, -0.5], [-0.1, 0.3, 0.3], [0.0, -0.1, 0.2], [0.2, -0.7, -0.8], [-1.1, -0.3, -0.7], [0.5, 0.2, 0.0], [-0.5, -0.2, -0.5], [-1.0, 0.1, 0.3], [-1.2, -2.5, -0.2], [3.0, 2.3, 0.6], [-1.0, 0.6, -1.6], [-1.5, 0.5, -0.3], [0.8, 0.1, 0.0], [0.2, 1.4, 0.8], [1.4, -0.9, -0.8], [-0.7, -1.1, 0.1], [-1.3, 1.7, 0.0], [0.5, -0.9, 0.6], [0.2, -0.2, 0.4], [0.2, 0.7, -0.3], [-0.1, 0.3, 0.2], [0.3, -0.7, 0.0], [0.6, 0.1, 0.1], [-0.7, -0.5, 0.4], [0.7, -0.4, -0.4], [0.1, -0.1, 0.3], [-0.1, 0.4, -0.5], [-0.4, 0.2, 1.1], [0.5, -0.7, -0.3], [-0.3, -0.6, 0.3], [0.4, 0.4, -0.3], [0.2, -0.6, 0.0], [0.7, 0.3, 0.7], [-0.5, 0.0, 0.2], [-0.2, -0.4, -1.2], [0.8, 0.1, 0.2], [0.3, -0.2, 1.1], [-0.9, 0.7, -0.5], [-0.7, -1.8, 2.0], [0.9, -0.3, 0.4], [-2.0, 0.8, 0.4], [-0.7, -0.3, -0.6], [0.3, 0.0, 0.2], [0.3, 0.5, 0.0], [0.4, 0.4, 0.4], [0.2, 0.2, 0.2], [-1.1, 0.7, -0.9], [0.5, -0.1, -0.3], [-0.2, 0.5, -1.0], [-0.1, 0.0, -0.3], [0.0, 0.3, 0.0], [-0.2, 0.2, -0.2], [0.7, 0.3, 0.2], [0.5, -0.4, -0.1], [0.1, 0.5, -0.8], [0.4, -0.3, 0.4], [0.8, 0.3, -0.1], [-1.4, -2.4, -1.2], [0.3, 1.6, 1.3], [0.4, -1.0, -0.1], [-0.2, 0.0, -0.9], [-1.0, -0.1, 1.7], [-0.3, 0.6, -1.7], [0.6, -0.3, 0.0], [-0.6, 0.9, -1.6], [0.0, 0.3, 0.0], [-0.6, 0.1, 0.1], [-0.2, 0.0, 0.4], [0.0, 0.3, -0.1], [0.0, -0.6, 0.0], [-0.2, -0.3, -0.1], [0.1, 0.1, 0.2], [0.5, -0.2, -0.1], [-0.4, -1.0, -0.4], [0.7, 0.1, 0.7], [-0.3, -0.1, 0.5], [0.1, -0.1, 0.1], [0.0, 0.0, 1.1], [0.4, 0.7, 0.1], [0.3, -0.3, -0.2]],
  "total_charge": 2,
  "e_above_lowest_kcal_mol": 576.9,
  "orbital_gap_ev": 1.245,
  "spin_multiplicity": 1
}